[1]
13 unconnected molecules or ions with the total composition C4H36N2O12 in a non-equilibrium geometry, computed with ωB97M-V/def2-TZVPD.

Each line ends with the natural charge from an NBO analysis.
CARTESIAN COORDINATES (ANGSTROEM)
H1 -2.440 1.521 -4.026  0.4809
H2 -3.411 -3.027 -0.662  0.4698
O1 3.017 0.424 -1.240  -0.9476
H3 1.894 -0.155 4.633  0.4678
H4 -0.423 0.333 -0.527  0.2067
H5 0.429 -1.729 1.549  0.2046
C1 0.272 0.021 0.249  -0.4722
H6 -2.078 1.350 0.878  0.4745
H7 -1.091 -2.561 0.310  0.3395
H8 -0.303 1.137 4.114  0.4782
H9 3.227 -0.547 1.302  0.4830
H10 1.428 3.752 1.763  0.1782
H11 2.147 3.512 0.165  0.1940
O2 2.035 -2.889 -3.757  -0.9373
O3 -3.047 -0.271 -1.086  -0.9857
H12 3.288 -0.107 -1.996  0.4764
N1 -1.469 -1.794 0.847  -0.8471
H13 2.088 0.635 -1.378  0.4763
H14 -1.670 1.591 -2.687  0.5087
O4 -0.594 3.007 -2.222  -1.0095
C2 0.866 1.257 0.967  -0.2505
H15 -2.030 -1.262 0.187  0.3683
H16 -0.108 2.593 -1.472  0.5095
H17 -0.483 -0.503 2.219  0.1688
H18 2.533 0.382 3.386  0.5023
O5 -0.471 -3.055 -1.938  -1.0113
H19 0.666 1.144 2.033  0.2136
H20 -1.238 -3.454 -1.499  0.5169
N2 0.359 2.503 0.398  -0.6786
H21 -3.117 0.424 -1.783  0.5225
H22 -0.573 2.700 0.730  0.3951
H23 0.666 4.577 0.537  0.2084
C3 -0.314 -0.987 1.268  -0.2281
O6 -3.102 -2.973 -1.584  -0.9664
O7 -0.370 2.090 4.031  -0.9590
H24 0.367 2.469 4.513  0.4850
H25 1.082 -0.528 -0.189  0.2197
H26 0.831 -2.738 -0.552  0.4972
H27 -2.890 -2.024 -1.518  0.4901
H28 1.995 -2.284 -3.012  0.4618
H29 -3.988 -0.472 -0.979  0.4796
O8 -2.595 2.144 1.038  -0.9492
C4 1.216 3.649 0.697  -0.4157
H30 1.230 -3.410 -3.663  0.4762
H31 2.560 -1.707 1.858  0.4896
H32 -0.686 -2.560 -2.729  0.4941
H33 -2.748 2.236 1.983  0.4863
O9 -2.202 0.993 -3.260  -0.9927
H34 2.028 -3.645 -0.389  0.4809
O10 1.980 0.666 4.137  -0.9779
H35 -0.062 3.401 -2.913  0.4840
H36 1.942 1.255 0.804  0.1879
O11 3.198 -1.034 2.145  -0.9591
O12 1.555 -2.939 0.065  -0.9882

Atomic forces in eV per Å
H 0.00 0.10 0.05
H -0.19 -0.85 -0.24
O 0.19 0.00 0.06
H 0.07 0.05 0.12
H -0.29 -0.12 0.00
H 0.27 0.16 -0.14
C 0.14 -0.21 1.27
H -0.21 -0.27 0.30
H -0.12 -0.15 0.08
H 0.44 0.01 0.14
H 0.47 0.14 0.30
H 0.32 -0.45 0.29
H 0.20 0.53 -0.25
O -0.06 0.05 -0.04
O -1.16 0.60 -0.44
H 0.00 0.06 -0.03
N 0.17 0.34 -0.08
H 0.02 0.00 -0.12
H 0.01 0.21 -0.65
O -1.00 -0.39 -0.02
C -0.25 -0.38 -0.57
H 0.17 0.02 0.32
H 0.54 0.70 0.08
H -0.67 0.48 0.24
H -0.17 -0.04 0.14
O 1.61 -0.35 0.43
H 0.20 0.41 0.05
H -0.51 0.44 -1.00
N 0.30 0.07 -0.33
H 0.73 -0.43 -0.05
H -0.28 -0.03 0.16
H 0.27 0.00 -0.90
C -0.26 -0.43 0.04
O -0.37 0.30 1.25
O -0.99 0.54 -0.22
H 0.24 -0.34 0.00
H 0.29 -0.13 -0.73
H 0.00 -0.06 -0.09
H 0.24 0.23 -0.95
H 0.02 0.00 0.11
H 0.10 -0.03 0.44
O -0.16 0.41 -0.32
C -0.65 -0.11 0.90
H 0.06 -0.12 0.05
H 0.05 -0.32 0.39
H -0.80 -0.04 0.14
H 0.24 -0.26 0.10
O 0.01 -0.03 0.36
H 0.07 -0.01 0.12
O 0.27 -0.32 -0.04
H 0.55 -0.17 0.28
H 0.14 0.13 0.21
O -0.44 0.17 -1.01
O 0.21 -0.13 -0.19

Summary:
E_LUMO in hartree: 0.004
Molar mass in g mol⁻¹: 304.33
Calculated total energy in hartree: -1186.362282

=====

[2]
13 unconnected molecules or ions with the total composition C4H36N2O14 in a non-equilibrium geometry, computed with ωB97M-V/def2-TZVPD.

Each line ends with the natural charge from an NBO analysis.
CARTESIAN COORDINATES (ANGSTROEM)
H1 -0.028 1.392 -1.342  0.4876
H2 4.484 -2.869 1.141  0.4967
H3 -1.534 0.162 1.468  0.2608
H4 1.996 0.823 -0.652  0.5141
H5 -1.534 1.316 -1.879  0.4770
O1 -3.523 -2.601 -0.736  -0.9609
N1 1.478 -1.067 2.077  -0.7297
H6 -4.552 1.560 1.053  0.4992
H7 3.715 -0.179 -2.143  0.5038
H8 0.010 -2.281 1.274  0.2488
H9 -3.268 2.367 1.587  0.5038
C1 -0.593 -0.204 1.056  -0.4553
H10 -3.672 3.670 -1.621  0.4844
H11 -1.208 4.256 0.053  0.5001
H12 -1.824 2.641 3.764  0.4915
H13 -0.515 -1.582 2.717  0.2458
H14 0.106 4.586 -0.482  0.4841
O2 3.835 -2.163 1.015  -0.9638
O3 0.721 -3.729 3.005  -0.9731
H15 1.715 -3.573 -1.984  0.5129
C2 0.105 -1.185 -1.145  0.7962
H16 -3.537 -1.973 -1.462  0.4704
H17 -1.094 3.206 -3.552  0.5029
C3 -0.994 -0.329 -0.464  -0.1382
O4 -3.713 1.968 0.826  -0.9966
H18 4.290 -1.440 1.471  0.4753
O5 1.413 1.551 -0.365  -0.9855
H19 0.164 -2.604 -2.455  0.5134
H20 0.603 -4.368 -2.932  0.5129
H21 -1.296 1.695 -0.301  0.4586
H22 2.324 -0.477 -2.907  0.5017
O6 -0.320 -1.724 -2.270  -0.6929
H23 1.867 -0.981 1.123  0.4653
H24 -4.408 -2.942 -0.582  0.4952
O7 3.119 1.268 2.932  -0.9529
H25 1.942 2.325 -0.602  0.4990
C4 0.047 -1.358 1.819  -0.2264
O8 2.770 -0.023 -2.191  -0.9862
H26 0.865 -4.678 2.927  0.5003
H27 1.820 -0.210 2.524  0.4636
H28 -1.912 -0.856 -0.688  0.2663
O9 -0.363 3.814 -0.136  -0.9815
N2 -0.991 1.061 -1.044  -0.7240
O10 1.173 -1.514 -0.660  -0.6511
H29 3.146 1.745 2.092  0.4817
H30 -0.497 1.928 -4.251  0.5004
H31 1.932 -1.949 2.336  0.4735
H32 0.028 0.685 1.080  0.2444
H33 -0.812 3.041 2.726  0.4850
H34 -3.618 3.754 -0.105  0.4929
H35 0.942 -3.524 3.922  0.4848
O11 1.260 -3.672 -2.827  -0.9385
O12 -1.026 2.247 -3.515  -0.9846
O13 -1.513 2.398 2.882  -0.9678
O14 -3.123 3.989 -0.898  -0.9807
H36 2.785 1.946 3.535  0.4950

Atomic forces in eV per Å
H -0.80 -0.43 1.09
H -0.23 -0.24 -0.25
H 0.06 -0.37 0.71
H -0.11 -0.14 -0.40
H -0.41 -0.72 0.01
O 0.72 0.12 0.33
N 0.46 -0.96 -1.81
H 0.06 0.14 0.52
H 0.02 -0.44 -0.64
H 0.18 -0.29 -0.27
H -0.34 -0.43 0.37
C -1.51 1.13 -1.09
H -0.05 0.11 -0.03
H -0.26 -0.52 -0.21
H -0.13 -0.17 0.01
H 0.33 0.32 0.37
H 0.39 -0.28 -0.05
O 0.51 0.17 0.49
O 0.34 0.02 0.18
H -0.22 -0.88 0.24
C -0.32 -1.31 -0.58
H -0.56 -0.26 -0.18
H 0.13 -0.02 -0.30
C 2.54 -0.43 -0.01
O 0.42 -0.01 -0.52
H -0.07 0.11 -0.13
O 1.32 0.12 0.17
H 0.47 1.00 -0.40
H 0.58 -0.60 0.67
H 0.03 0.33 -0.19
H 0.62 -0.34 -0.21
O -0.67 0.08 0.15
H -0.15 -0.06 -0.11
H -0.15 0.14 -0.25
O -0.50 0.13 -0.33
H -0.24 0.17 0.05
C -1.32 0.81 -0.04
O -0.23 0.91 0.64
H -0.01 -0.03 0.00
H -0.34 -0.01 0.87
H -0.29 0.26 0.38
O -0.11 0.83 0.19
N 0.08 0.42 -0.25
O -0.49 0.57 0.38
H 0.17 -0.07 -0.03
H -0.05 0.31 -0.22
H 0.14 0.25 0.77
H 0.37 -0.07 0.22
H 0.04 0.04 -0.25
H -0.16 -0.23 -0.13
H -0.11 -0.22 0.08
O -0.35 0.94 -0.78
O -0.12 -0.23 0.46
O -0.01 0.24 0.15
O 0.22 0.26 -0.11
H 0.16 -0.18 0.25

Summary:
E_LUMO in hartree: -0.184
Total charge: +2
Molar mass in g mol⁻¹: 336.33
Calculated total energy in hartree: -1336.383126

=====

[3]
14 unconnected molecules or ions with the total composition C4H36N2O15 in a non-equilibrium geometry, computed with ωB97M-V/def2-TZVPD.

Each line ends with the natural charge from an NBO analysis.
CARTESIAN COORDINATES (ANGSTROEM)
O1 2.013 0.196 -1.622  -1.0140
H1 -0.522 0.601 2.707  0.3985
O2 -2.339 -1.180 -0.142  -0.7502
O3 2.494 5.061 -0.582  -0.9979
O4 -0.017 2.581 -1.566  -0.9658
H2 -1.102 -3.410 4.538  0.4782
C1 2.276 -2.633 0.441  -0.4232
H3 0.811 -2.293 -1.212  0.3447
H4 1.219 1.324 3.431  0.4455
H5 0.051 1.752 -2.111  0.4818
N1 0.904 -2.768 -0.179  -0.6395
H6 -1.829 -3.225 -0.323  0.1393
H7 1.611 5.291 -1.128  0.5043
C2 -0.138 -2.072 0.595  -0.2370
C3 -1.462 -2.252 -0.382  -0.1011
O5 0.652 0.312 0.424  -0.7405
C4 0.071 -0.622 1.020  0.7168
O6 -0.905 -2.671 3.786  -1.0555
H8 2.959 4.720 -1.360  0.4527
H9 0.479 -2.911 -2.594  0.4747
H10 -3.301 -3.837 2.110  0.3229
H11 -0.626 5.455 -1.861  0.4920
O7 -2.002 3.948 3.674  -0.9436
H12 0.398 4.592 -2.558  0.5053
H13 0.137 1.536 -4.395  0.4629
H14 2.821 -1.868 -0.094  0.2034
H15 1.634 0.555 -0.769  0.5187
H16 0.628 -0.291 -2.597  0.4856
O8 -3.334 -3.165 2.810  -1.3923
O9 -0.484 2.156 -4.602  -0.9442
H17 -0.906 -0.910 3.070  0.4625
H18 -2.596 3.209 3.432  0.4677
H19 0.301 -5.067 -1.084  0.4673
O10 1.056 2.141 3.669  -0.9574
H20 -0.487 2.026 -0.948  0.4809
O11 -0.579 -5.023 -1.346  -0.9551
N2 -0.610 -0.380 2.197  -0.8636
H21 -1.232 3.849 3.157  0.4737
O12 -0.169 -0.533 -3.019  -0.9968
H22 1.348 2.426 0.805  0.5023
H23 0.252 -1.113 -3.788  0.4917
O13 0.409 -3.228 -3.485  -0.9439
H24 2.869 -3.558 0.256  0.1889
H25 -1.737 -2.655 3.262  0.4919
H26 1.332 2.654 2.899  0.4953
O14 2.013 2.985 1.306  -0.9857
H27 -0.573 -2.665 1.526  0.2401
H28 -2.696 -1.293 0.801  0.4672
H29 -0.909 -4.591 -0.541  0.4585
H30 -1.390 -1.987 -1.481  0.2117
H31 2.401 3.608 0.815  0.4969
H32 2.795 0.818 -1.854  0.4762
O15 0.311 5.475 -2.155  -0.9498
H33 -0.155 -3.861 -3.606  0.4730
H34 2.188 -2.373 1.485  0.2049
H35 -1.370 1.642 -4.335  0.4817
H36 -4.281 -3.063 2.979  0.3973

Atomic forces in eV per Å
O 2.55 2.19 -0.52
H 0.09 -1.95 -2.46
O -1.81 -0.53 2.96
O -2.05 0.42 -2.31
O -0.03 -1.97 -0.91
H 0.49 2.69 -2.79
C -0.42 -0.61 -1.94
H 1.01 -1.11 3.77
H 1.49 -6.65 -1.65
H 0.70 1.40 -0.78
N 0.08 1.89 -1.27
H -1.11 -1.39 0.78
H 1.77 -0.33 2.06
C -2.28 -2.16 -1.30
C 1.68 4.35 -1.22
O -1.01 -1.07 1.13
C -1.13 0.49 1.64
O -0.32 -2.31 2.64
H 0.53 -0.05 0.48
H -0.68 -0.66 0.34
H 0.04 -0.44 -0.39
H 0.92 0.11 -0.08
O -2.08 -0.26 0.75
H -0.11 0.10 0.11
H 2.75 -2.77 0.87
H 0.20 0.55 0.14
H 0.21 -0.85 -0.69
H 1.90 0.83 1.45
O 0.39 0.32 -0.02
O -5.73 0.93 -0.07
H 0.79 -0.92 -2.29
H 0.64 0.60 0.16
H 2.82 -0.25 0.27
O -1.76 6.18 2.03
H -0.73 0.59 1.81
O -2.38 0.02 -0.05
N 0.38 3.43 2.91
H 1.44 -0.37 -0.86
O -0.20 -2.03 -3.73
H 1.41 1.23 0.40
H -1.78 1.38 2.19
O 5.94 6.03 -0.66
H -0.59 0.38 0.55
H -0.21 -0.53 0.55
H 0.35 0.36 -0.16
O -3.45 -5.23 2.93
H 1.74 1.02 -1.58
H 0.34 0.31 -1.69
H -0.38 -0.32 -0.42
H 1.51 -1.02 0.92
H 1.86 3.97 -3.64
H -2.04 -1.64 0.51
O -1.00 -0.36 -0.21
H -5.28 -5.77 -0.21
H 0.03 -0.19 0.26
H 2.99 1.79 -0.87
H -0.52 0.18 0.16

Summary:
E_LUMO (alpha / beta) in hartree: 0.074 / 0.074
Total charge: -1
Molar mass in g mol⁻¹: 352.33
Multiplicity: 2
Calculated total energy in hartree: -1411.969668

=====

[4]
13 unconnected molecules or ions with the total composition C4H37N3O12 in a non-equilibrium geometry, computed with ωB97M-V/def2-TZVPD.

Each line ends with the natural charge from an NBO analysis.
CARTESIAN COORDINATES (ANGSTROEM)
H1 -3.254 -0.891 -0.918  0.4768
C1 -0.719 1.765 0.497  -0.2144
O1 1.014 -1.946 -4.018  -1.0055
H2 2.199 -0.901 4.229  0.5074
H3 1.695 -1.752 -4.700  0.4918
H4 1.591 -3.278 -1.583  0.4976
H5 2.264 -1.651 2.854  0.4753
C2 1.696 0.892 -2.212  -0.4087
H6 2.199 1.855 -2.130  0.1885
N1 -1.390 0.571 1.058  -0.7212
H7 2.687 2.052 3.978  0.4726
H8 2.396 -2.162 -0.977  0.5023
H9 0.583 -0.282 -0.980  0.3653
O2 -1.578 -1.405 -3.572  -1.0053
H10 -1.064 1.239 -1.545  0.1873
H11 0.316 0.266 2.272  0.1866
H12 0.869 4.936 0.141  0.4775
H13 -0.923 -2.897 -1.291  0.4869
O3 -4.782 0.871 -0.699  -0.9700
H14 -2.109 -0.889 -1.992  0.5255
H15 0.094 2.566 -1.316  0.2151
H16 -1.596 -1.916 2.018  0.3730
C3 -0.227 1.595 -0.927  -0.2472
H17 -3.114 1.072 1.758  0.5008
H18 -1.459 2.569 0.514  0.1950
O4 -0.046 4.621 0.080  -0.9502
H19 -1.601 -0.077 0.318  0.4061
H20 2.431 -2.880 1.179  0.4992
H21 2.466 0.138 -2.280  0.2036
H22 3.024 -0.162 0.906  0.4934
H23 2.736 1.035 2.779  0.5054
O5 2.228 -1.957 0.944  -0.9944
O6 2.664 1.102 3.759  -1.0089
O7 -0.203 -2.876 -0.645  -1.0053
H24 -2.001 -1.120 -4.382  0.4874
H25 -0.638 -1.610 -3.742  0.5204
C4 -0.694 -0.084 2.161  -0.0413
O8 -2.294 -0.761 -1.030  -0.9935
O9 -3.970 1.518 1.918  -0.9904
O10 1.968 -1.748 3.786  -0.9955
H26 -0.607 5.389 -0.112  0.4788
H27 0.088 2.105 1.134  0.1937
H28 1.257 -1.885 1.063  0.5126
H29 -0.546 -2.306 0.063  0.5022
H30 -1.228 0.164 3.071  0.1575
H31 1.088 0.927 -3.111  0.1789
N2 -0.656 -1.537 1.974  -0.9070
H32 -0.121 -1.922 2.751  0.4073
N3 0.923 0.673 -0.992  -0.6680
H33 1.456 -2.185 -3.189  0.5100
H34 -3.778 2.461 2.038  0.4728
O11 2.899 0.788 1.084  -0.9985
O12 2.343 -2.700 -1.809  -0.9803
H35 2.163 0.998 0.471  0.5019
H36 -4.801 1.169 0.222  0.5038
H37 -3.938 0.445 -0.869  0.4455

Atomic forces in eV per Å
H 0.68 -0.57 -0.09
C -1.09 0.09 0.03
O 0.11 0.30 -1.31
H -0.12 -0.48 -0.56
H -0.72 -0.26 0.96
H 0.21 0.14 0.04
H -0.06 0.21 0.95
C 0.10 0.27 0.44
H 0.07 0.12 0.03
N 0.84 0.34 0.61
H 0.01 -0.79 -0.21
H 0.04 -0.50 -0.86
H -0.04 -0.12 -0.02
O -0.42 -0.02 0.59
H 0.20 0.17 -0.06
H 0.61 0.18 -0.01
H -0.49 0.09 -0.06
H 0.11 0.00 0.08
O -0.59 -0.20 -0.62
H -0.01 -0.09 0.14
H -0.06 -0.12 0.16
H 0.02 -0.05 0.13
C 0.04 -0.27 0.09
H 0.40 0.24 -0.26
H 0.14 0.16 -0.17
O 0.14 0.32 -0.03
H 0.15 -0.09 -0.01
H -0.04 0.36 -0.21
H 0.14 -0.27 -0.25
H 0.04 0.36 0.22
H 0.05 0.18 0.16
O -0.17 -0.57 0.17
O -0.08 0.61 0.22
O -0.31 -0.09 -0.32
H 0.17 -0.02 -0.16
H 0.16 0.14 -0.45
C -0.76 -0.04 -0.22
O -1.02 -0.60 -0.88
O -0.39 0.39 0.29
O 0.13 0.42 -0.30
H 0.43 -0.20 0.08
H 0.24 -0.09 0.25
H 0.09 0.03 -0.07
H 0.07 -0.04 0.23
H -0.01 0.05 0.52
H -0.14 -0.25 -0.28
N 0.37 0.04 -0.24
H -0.13 -0.10 0.07
N -0.26 0.41 -0.09
H 0.74 0.06 0.25
H 0.04 -0.49 -0.05
O 0.08 -0.24 -0.21
O -0.15 0.20 0.90
H -0.07 -0.12 -0.14
H 0.50 -0.12 0.17
H -0.02 0.91 0.34

Summary:
E_LUMO in hartree: 0.010
Molar mass in g mol⁻¹: 319.35
Calculated total energy in hartree: -1241.772008

=====

> Which formula does entry 1 have?

C4H36N2O12

=====

> Among the records above, which one has the lowest molar mass?

C4H36N2O12

=====

> What is the molar mass in the fourth record?

319.35 g mol⁻¹